No. 1
A molecular structure, C26H63AlFIN5O5 in a non-equilibrium geometry, computed with wB97M-V/def2-TZVPD.

Geometry as XYZ:
```
102
Properties=species:S:1:pos:R:3
I 7.59 2.58 -5.19
Al 6.88 0.31 -1.19
F 7.84 2.65 0.37
O 6.07 3.02 -2.01
O -4.31 -4.11 -1.77
O -4.40 1.87 0.68
O -2.05 3.24 4.27
O 1.04 -0.51 -1.29
N -5.17 -6.12 -3.62
N -0.98 -2.13 -0.06
N 5.10 1.02 -1.41
N -4.32 4.43 5.57
N -6.65 1.14 -0.94
C -0.22 0.06 -0.96
C -1.89 -1.43 -2.21
C -3.84 -6.21 -3.02
C 4.12 0.47 -0.43
C 8.15 -2.27 -0.43
C 6.85 -1.71 -0.71
C 6.85 -0.41 -5.34
C -3.30 3.72 6.37
C 1.25 -0.74 -2.67
C 3.88 3.39 -1.04
C -4.39 -4.48 -0.40
C -6.53 0.61 0.42
C -4.65 2.88 1.65
C -1.37 -0.96 -0.86
C -2.50 2.72 5.51
C -5.07 0.64 0.92
C 7.64 0.58 1.68
C -3.35 -4.84 -2.52
C -3.85 -7.28 -1.93
C -2.43 4.76 7.08
C -7.50 1.36 1.33
C 7.80 0.42 -3.02
C 8.00 1.22 0.26
C 6.82 0.77 -4.24
C -0.85 3.99 4.35
C 5.07 2.45 -1.49
H -0.36 3.94 3.38
H -6.85 -0.44 0.41
H -2.92 -7.28 -1.36
H 8.68 -1.98 0.54
H 8.71 -2.94 -1.14
H -2.85 -1.93 -2.09
H -1.67 2.29 6.08
H -3.85 4.82 4.76
H 4.23 0.85 0.63
H 6.47 -1.38 -4.90
H 9.10 0.99 0.02
H 6.74 -0.11 1.60
H -3.96 -8.28 -2.38
H -0.08 0.52 0.02
H 6.15 -0.12 -6.18
H -2.20 -0.46 -0.35
H -1.07 5.04 4.55
H -2.06 5.52 6.40
H 4.26 -0.66 -0.42
H -3.79 3.56 1.66
H -5.00 0.36 1.98
H -3.82 3.15 7.15
H 7.34 1.44 2.36
H 7.92 -0.46 -5.72
H -0.72 -1.82 0.87
H -3.13 -4.22 -3.39
H 8.62 1.20 -2.94
H -5.52 3.47 1.36
H -0.11 -2.48 -0.45
H -5.10 -5.29 -0.26
H 3.00 2.86 -0.56
H -8.53 1.10 1.08
H 5.74 0.90 -3.96
H -3.13 -6.55 -3.79
H -4.76 -3.61 0.16
H -2.40 -4.93 -1.96
H -4.77 2.47 2.65
H -7.41 2.45 1.23
H 4.28 4.22 -0.37
H -5.13 -5.47 -4.41
H 0.88 -1.73 -2.95
H -1.22 -2.13 -2.70
H -3.17 1.89 5.26
H 3.48 3.87 -1.99
H -6.19 2.06 -0.95
H -0.16 3.60 5.10
H -7.33 1.10 2.38
H -6.07 0.58 -1.56
H -2.05 -0.58 -2.88
H 0.77 0.03 -3.29
H -1.57 4.28 7.56
H 8.50 -0.02 2.13
H -4.51 -0.11 0.36
H 2.32 -0.73 -2.86
H -3.41 -4.75 0.01
H -4.96 3.74 5.18
H 5.90 -2.34 -0.67
H 3.06 0.64 -0.87
H -5.78 -5.65 -2.95
H 8.30 -0.59 -3.25
H -4.69 -7.16 -1.24
H -3.00 5.27 7.85
H -0.46 0.88 -1.65
```

Computed properties:
HOMO-LUMO gap	0.205	hartree
HOMO	-3.8662	eV
total charge	-1

***

No. 2
5 unconnected molecules or ions with the total composition C26H64BBrN5O7, computed with wB97M-V/def2-TZVPD.

Geometry as XYZ:
```
104
Properties=species:S:1:pos:R:3
Br -1.21 -0.84 -4.47
O 0.26 6.00 5.37
O -4.34 -1.69 -0.33
O -2.15 3.34 1.96
O 4.59 -3.19 1.39
O 1.74 -3.21 -9.13
O 1.58 -1.44 -1.90
O 1.03 -2.96 -3.68
N 2.20 8.09 6.05
N 3.21 -5.75 1.78
N -3.20 -1.72 -0.90
N -4.52 3.97 3.55
N 2.06 -2.86 -6.24
C 5.18 -4.26 2.10
C 0.76 8.32 6.10
C -1.86 4.26 0.93
C -3.39 -4.12 -1.21
C -0.04 7.37 5.20
C -2.04 3.85 3.28
C -3.25 4.67 3.76
C 4.20 -5.25 2.73
C -3.07 -2.80 -1.91
C 2.58 -4.17 -9.74
C 2.23 -5.24 -6.70
C -3.41 0.51 -1.99
C -0.84 -1.60 -2.66
C 0.80 -3.72 -8.20
C -4.07 -2.58 -3.05
C 3.48 -4.74 3.97
C -0.38 5.37 6.47
C -1.12 -0.58 -1.57
C -2.47 0.24 0.32
C 2.77 -2.11 -1.49
C 0.31 8.33 7.56
C 1.35 -4.00 -6.80
C -1.63 -2.90 -2.44
C 4.09 -2.12 2.18
C -2.55 -0.40 -1.07
C -3.34 6.06 3.15
B 0.70 -2.02 -2.75
H 5.87 -3.86 2.86
H -0.75 0.40 -1.87
H -4.35 0.03 -2.24
H 2.03 -5.09 -9.95
H -1.39 5.76 6.61
H -4.01 6.68 3.74
H 3.45 -4.41 -9.14
H 1.42 -2.07 -6.17
H -0.78 8.32 7.65
H 0.47 -4.17 -6.17
H 3.29 -1.46 -0.80
H -3.78 -1.76 -3.71
H -4.14 -3.49 -3.65
H 4.16 -4.19 4.63
H 0.69 9.22 8.06
H -1.96 1.20 0.24
H 1.81 -6.08 -7.27
H -4.44 -4.16 -0.93
H -1.96 2.97 3.91
H -3.65 1.44 -1.47
H 2.38 7.11 6.26
H -0.49 -0.89 -0.72
H -4.53 3.10 4.08
H 0.70 7.47 8.10
H -1.11 4.43 3.39
H 5.78 -4.79 1.36
H -2.80 -4.23 -0.31
H -2.37 6.55 3.11
H 3.43 -2.32 -2.34
H 2.54 8.23 5.11
H -2.74 4.85 0.63
H 0.58 9.33 5.70
H -1.04 -3.53 -1.76
H 3.07 -2.31 2.53
H -2.89 0.76 -2.91
H 2.78 -2.56 -6.90
H -1.06 4.94 1.21
H -1.54 3.68 0.06
H 2.54 -3.05 -0.99
H -3.18 -4.95 -1.89
H 2.74 -4.96 1.36
H 4.08 -1.24 1.55
H -5.05 -2.38 -2.63
H 2.91 -3.74 -10.69
H 3.67 -6.24 1.02
H 4.73 -1.93 3.04
H -1.91 -0.39 1.01
H 1.84 -2.79 -4.19
H -1.68 -3.44 -3.38
H 0.18 5.47 7.40
H 3.24 -5.05 -7.08
H 3.06 -5.57 4.53
H 2.32 -5.54 -5.66
H -4.58 3.69 2.58
H 0.32 -4.62 -8.62
H -1.12 7.54 5.32
H -3.11 4.79 4.84
H 2.66 -4.08 3.71
H -3.75 6.03 2.14
H 0.22 7.59 4.17
H 4.81 -6.11 3.03
H 0.04 -2.94 -8.12
H -3.47 0.41 0.72
H -0.44 4.31 6.23
```

Computed properties:
HOMO-LUMO gap (alpha / beta)	0.306 / 0.352	hartree
2S+1	2
HOMO (alpha / beta)	-7.8992 / -9.1474	eV

***

No. 3
4 unconnected molecules or ions with the total composition C26H64BN4O6PS2, computed with wB97M-V/def2-TZVPD.

Geometry as XYZ:
```
104
Properties=species:S:1:pos:R:3
S 3.53 2.79 0.69
S 4.29 -2.28 0.75
P 4.40 1.07 0.51
O 2.91 -1.60 1.17
O 1.51 5.88 -3.23
O 5.23 -2.00 1.78
O 4.56 -1.38 -0.53
O 4.07 -3.61 0.30
O 0.18 -2.00 -0.43
N 5.25 -6.46 5.56
N -6.05 4.12 0.06
N 2.01 -2.60 -1.94
N -2.36 -0.09 -3.44
C 3.74 1.59 -2.56
C 4.12 -4.48 6.72
C 3.54 0.15 -2.10
C 4.28 -8.55 4.64
C -4.10 2.74 0.71
C -5.32 3.52 1.16
C 5.60 -5.93 4.24
C -8.21 4.66 1.34
C -7.39 2.02 -0.56
C 2.47 2.42 -2.59
C -0.94 1.30 -1.85
C 1.31 4.50 -3.49
C 4.12 -7.37 5.58
C -3.37 2.21 -3.93
C 5.25 -5.51 6.65
C -6.50 3.20 -0.97
C -7.02 5.12 0.48
C -1.06 0.16 -2.86
C -4.63 -1.06 -3.11
C 0.99 6.32 -2.00
C 3.65 -0.23 -0.61
C 2.61 3.71 -3.40
C -2.81 0.87 -4.44
C 4.51 -5.18 3.47
C 2.38 -0.82 0.04
C -3.36 -0.51 -2.47
B 1.48 -1.86 -0.82
H -4.36 1.84 0.14
H -5.95 2.86 1.79
H -7.40 5.61 -0.42
H 4.13 -3.98 7.69
H 3.47 -9.26 4.79
H -0.98 2.28 -2.32
H 5.73 1.02 0.06
H -5.28 -1.46 -2.33
H 1.27 -2.87 -2.59
H 4.47 0.35 1.71
H 3.14 -4.95 6.60
H -8.94 4.09 0.76
H -2.90 -1.28 -1.86
H -5.00 4.34 1.81
H 4.26 -8.24 3.59
H 1.40 5.75 -1.15
H 0.86 4.42 -4.48
H 4.14 1.54 -3.57
H 0.02 1.25 -1.32
H 4.04 -7.74 6.61
H 1.78 -0.02 0.48
H 5.25 -6.09 7.58
H 4.51 2.10 -1.96
H 1.66 1.81 -3.02
H -3.92 2.71 -4.73
H 6.46 -5.28 4.38
H -5.61 2.79 -1.46
H -7.42 1.28 -1.37
H -0.11 6.24 -1.98
H -3.58 0.39 -5.05
H -1.97 1.06 -5.11
H 5.23 -9.06 4.83
H -4.38 -1.86 -3.81
H 3.37 4.35 -2.94
H -8.72 5.53 1.76
H 2.97 3.46 -4.41
H -7.01 3.79 -1.74
H 1.27 7.36 -1.88
H 2.15 2.68 -1.58
H 2.56 -0.19 -2.46
H -3.53 2.41 1.58
H -1.73 1.26 -1.10
H 2.50 -3.45 -1.68
H -0.35 0.31 -3.68
H 5.95 -6.76 3.63
H -7.00 1.52 0.33
H 3.16 -6.88 5.37
H -4.07 2.05 -3.10
H -3.64 0.30 -1.77
H -0.75 -0.76 -2.36
H 3.56 -5.72 3.47
H 0.00 -1.59 0.43
H 4.22 -3.71 5.96
H 4.34 -4.18 3.86
H -6.47 5.88 1.04
H 4.26 -0.50 -2.58
H -5.19 -0.29 -3.64
H 4.82 -5.07 2.42
H -7.88 4.04 2.18
H 6.21 -4.98 6.63
H -3.45 3.36 0.09
H 0.58 4.09 -2.77
H -2.60 2.89 -3.58
H -8.41 2.32 -0.35
```

Computed properties:
structure (SMILES)	COCCCCC[C@]1([PH2]=S)OS(=O)(=O)O[C@@H]1B(N)O.CCN(CC)CC.CCN(CC)CC.CCN(CC)CC
HOMO-LUMO gap	0.298	hartree
HOMO	-7.9381	eV